Density functional theory data (ωB97M-V/def2-TZVPD) for a molecular structure, C6H9B3F12N3Ni at a distorted geometry.

The geometry in XYZ format:
```
34
Properties=species:S:1:pos:R:3:mulliken_charge:R:1
H 1.62 -1.63 -4.53 0.292
H 0.11 -4.09 1.94 0.282
N 0.66 -0.22 1.44 -0.186
C 2.17 -1.96 -3.65 -1.010
F -3.42 2.70 0.66 -0.247
Ni -0.36 0.28 -0.46 1.352
C 1.02 0.17 4.02 -0.978
B -2.09 2.86 0.80 0.285
H 0.13 0.22 4.64 0.324
H -1.53 -3.79 2.46 0.294
F -1.48 3.43 -0.38 -0.095
F -3.12 0.61 -3.22 -0.372
N -1.04 -1.86 0.00 -0.380
B 1.70 2.83 -0.15 0.025
F -1.40 -0.81 -2.51 -0.335
H -1.39 -4.86 1.10 0.330
B -1.91 0.49 -2.47 0.518
C -1.02 -2.79 0.72 0.572
H 1.83 -2.98 -3.45 0.276
F 2.91 2.42 -0.59 -0.310
F 1.64 3.29 1.16 -0.302
H 3.25 -2.01 -3.81 0.341
C -0.92 -4.00 1.58 -0.950
F -1.69 3.54 1.90 -0.254
H 1.80 -0.48 4.41 0.335
F -1.44 1.66 0.94 -0.245
C 0.84 -0.05 2.56 0.482
F 0.72 1.85 -0.29 0.320
F -0.97 1.41 -2.79 -0.352
H 1.26 1.24 4.05 0.286
C 1.72 -1.31 -2.50 0.588
N 1.25 -0.80 -1.56 -0.262
F 1.33 3.91 -0.85 -0.167
F -2.19 0.73 -1.14 -0.457
```

The spin multiplicity is 4. The net charge is 0. The HOMO energy (alpha / beta) is -11.84 / -11.49 eV.


Density functional theory data (ωB97M-V/def2-TZVPD) for 14 unconnected molecules or ions with the total composition C6H40NO14 at a distorted geometry.

The geometry in XYZ format:
```
61
Properties=species:S:1:pos:R:3:mulliken_charge:R:1
N 0.55 -0.97 0.84 -0.684
O 1.84 -2.41 -1.66 -0.604
H -0.91 -3.86 0.92 0.300
H -1.52 -1.68 -0.76 0.146
H 1.56 2.26 1.77 0.186
C 1.39 -0.37 4.36 -0.944
H -0.50 -0.64 3.21 0.517
H 1.04 3.32 -2.16 0.235
O -1.70 3.63 -1.38 -0.596
H 1.21 -1.18 0.04 0.404
H 2.54 2.49 -4.95 0.270
H -2.97 1.44 0.97 0.276
O 1.78 1.94 -5.25 -0.604
C 1.47 -1.79 4.89 -0.222
C 1.14 0.05 1.90 0.337
O 1.09 -0.21 -3.33 -0.545
H -0.98 -2.30 -4.69 0.248
C 2.27 -2.71 4.28 -0.824
C 0.45 -0.01 3.20 -0.725
H 2.30 0.18 4.31 0.592
H 0.45 -3.96 0.33 0.302
H 0.76 -2.18 5.66 0.287
H 0.10 1.06 3.41 0.482
C 0.86 1.47 1.31 -0.606
H -2.07 2.78 -1.70 0.312
H -2.14 2.70 0.60 0.289
H -2.32 4.29 -1.60 0.244
H 2.22 -1.99 -2.42 0.201
H -0.18 1.92 1.34 0.241
O 1.72 2.81 -2.48 -0.475
H -2.96 -0.67 -2.45 -0.110
O 1.42 1.36 -0.10 -0.373
H -0.20 -0.65 0.39 0.337
H -2.18 1.01 -3.94 0.261
O -1.48 -2.36 -0.26 -0.371
O -2.22 1.97 1.18 -0.725
H 1.51 2.56 5.11 0.297
H 2.81 -2.57 3.37 0.240
H -4.23 -1.00 0.84 0.124
H 2.58 2.96 -2.11 0.260
H 1.11 2.59 -5.54 0.302
H 0.88 0.36 5.03 0.301
O 0.00 -3.75 1.17 -0.669
H 1.17 0.43 -4.15 0.350
O -1.55 0.90 -3.22 -0.938
O -1.04 -1.31 -4.86 -0.511
H 2.26 -0.26 1.94 0.211
H 0.71 1.80 -0.64 0.133
H 0.95 3.73 4.24 0.298
H 2.38 -3.72 4.60 0.257
H -3.93 -1.77 -2.14 0.074
H -3.24 -0.79 -0.16 0.392
H -0.97 0.21 -3.65 0.328
H -0.29 -0.97 -5.50 0.254
O 1.37 2.83 4.17 -0.593
H 1.00 -2.86 -1.88 0.276
O -3.14 -1.30 -1.81 0.447
H 0.36 -1.93 1.25 0.336
H 1.19 0.43 -2.53 0.318
H -2.38 -2.60 -0.11 0.042
O -3.36 -0.73 0.79 -0.589
```

The spin multiplicity is 2. The net charge is 0. The HOMO energy (alpha / beta) is -2.30 / -9.79 eV.


Density functional theory data (ωB97M-V/def2-TZVPD) for a molecular structure, C16H25CrN6S8Sb.

The geometry in XYZ format:
```
57
Properties=species:S:1:pos:R:3:mulliken_charge:R:1
N -1.50 -3.91 0.67 0.074
N -1.93 -3.44 -1.43 -0.228
H 0.48 -1.48 -1.49 0.094
C 2.07 1.19 -2.26 -0.609
C -3.27 2.24 2.68 0.037
C 3.10 -3.98 2.67 0.096
C -3.83 3.52 2.36 -0.016
H -2.01 -2.74 -2.14 0.276
H 2.57 4.50 0.64 0.417
S 1.03 -0.23 2.19 -0.469
H 2.80 0.98 -1.48 0.513
C 1.55 -1.86 2.54 -0.172
S -3.19 -0.05 4.18 -0.526
H 2.83 3.15 -2.82 0.230
H -0.02 -4.16 -1.98 0.040
H 1.42 2.29 1.06 0.252
C -0.34 3.34 -2.54 -0.863
N -4.27 4.54 2.07 -0.625
H 3.56 1.83 -3.73 0.392
H -1.34 -5.35 -2.11 0.287
H 2.24 -3.24 -1.97 0.204
C 0.80 -2.81 3.16 0.198
H 0.33 -4.84 0.23 0.140
C 1.09 2.96 0.27 -0.450
C -2.05 -3.00 -0.13 -0.020
N -5.83 2.39 5.03 -0.592
S -0.85 -2.60 3.70 -0.796
S -2.79 -1.57 0.31 -0.359
N 2.33 -2.35 -1.50 -0.526
H -1.39 -3.69 1.66 0.001
S 3.18 -2.36 2.13 -0.070
H 2.59 -1.65 -2.19 0.207
S -1.91 1.73 1.73 -0.126
C -3.81 1.49 3.69 0.585
C 2.23 3.87 -0.19 -1.211
Sb 0.20 1.69 -1.24 0.609
S 4.37 -5.06 2.58 -0.369
H 0.26 3.54 0.68 0.356
N 1.07 -2.04 -0.87 0.314
S 1.59 -4.35 3.39 -0.137
H -1.09 -5.91 0.17 0.339
H 1.88 0.24 -2.77 0.196
H -1.81 4.96 -2.58 0.372
Cr -1.38 -0.44 2.63 0.981
H -0.64 2.92 -3.50 0.424
H 1.25 -1.43 -0.08 -0.176
C -0.72 -4.91 -0.05 -0.287
C 2.63 2.19 -3.28 -1.218
H 3.09 3.29 -0.53 0.256
H -2.36 3.52 -1.73 0.292
C -4.93 1.99 4.42 -0.070
C -1.49 4.15 -1.93 -1.177
H -1.20 4.58 -0.97 0.269
H 1.93 4.53 -1.00 0.249
H 0.53 3.98 -2.72 0.358
H 1.92 2.36 -4.09 0.271
C -0.95 -4.51 -1.52 -0.237
```

The spin multiplicity is 5. The net charge is -2. The HOMO energy (alpha / beta) is -1.51 / -1.99 eV.


Density functional theory data (ωB97M-V/def2-TZVPD) for C3H10N2S2 in the gas phase at a distorted geometry.

The geometry in XYZ format:
```
17
Properties=species:S:1:pos:R:3:mulliken_charge:R:1
H -3.26 0.96 -0.26 0.234
N 0.74 0.96 1.30 -0.659
H 0.23 -1.15 -1.29 0.556
H -1.01 2.01 0.09 0.354
H -0.46 -0.73 0.91 0.195
H 1.12 0.46 -1.38 0.401
C 0.77 -0.37 -0.77 -1.196
C -1.23 0.97 -0.18 -0.727
S 2.36 -1.15 -0.19 -0.088
S 2.52 -2.62 -1.66 -0.236
C -0.06 0.15 0.39 0.596
H 0.44 0.89 2.26 0.212
H 2.57 -3.68 -0.83 0.155
N -2.54 0.57 0.35 -0.662
H -2.69 1.00 1.25 0.234
H 1.73 0.75 1.30 0.191
H -1.24 0.96 -1.26 0.440
```

The net charge is 0. The SMILES is NC[C@H](N)CSS. The HOMO energy is -8.68 eV.


Density functional theory data (ωB97M-V/def2-TZVPD) for C19H23FN2S in the gas phase.

The geometry in XYZ format:
```
46
Properties=species:S:1:pos:R:3:mulliken_charge:R:1
F 1.12 2.15 -4.58 -0.337
C 1.04 1.63 -2.28 -0.584
H -3.87 -1.81 -0.13 0.418
C -2.95 -2.35 0.03 -1.673
H 2.26 5.34 1.15 0.384
H -1.01 -0.76 3.36 0.467
H 1.42 3.13 1.92 0.352
C -1.81 1.79 0.61 -0.921
H 1.95 -2.60 -0.83 0.567
C 1.25 1.24 -3.59 0.287
C 1.60 -1.63 -0.47 -1.107
C 1.58 -0.06 -3.92 -0.595
H 1.23 5.53 2.57 0.358
C 1.50 -0.62 -1.58 0.169
N 0.29 -1.82 0.12 0.248
C 1.17 0.69 -1.28 -0.070
H -2.05 2.49 -0.17 0.367
N -1.15 -2.78 1.66 -0.095
H 1.74 -0.33 -4.95 0.442
C -0.85 1.27 2.73 -0.712
S 1.11 -4.00 1.33 -0.440
C -0.68 3.63 1.88 -1.341
C -1.24 -0.04 2.59 -0.665
H 0.60 5.92 0.97 0.337
H -1.32 -3.61 2.20 0.293
H -1.34 4.29 1.32 0.381
C 0.03 -2.79 1.01 0.169
H -3.17 -3.41 0.06 0.422
H -2.73 0.17 -0.44 0.372
C -2.20 0.46 0.46 0.143
H -3.03 -2.13 2.16 0.510
H -0.72 3.93 2.93 0.443
H -0.33 1.58 3.62 0.406
H 1.97 -2.01 -3.14 0.378
H -0.32 -1.01 0.11 -0.114
H 0.78 2.66 -2.07 0.463
C 1.71 -0.99 -2.90 -0.538
C 1.24 5.24 1.53 -1.441
C -1.14 2.21 1.74 0.955
H -2.27 -2.17 -0.80 0.289
H 0.80 3.52 0.32 -0.165
C -2.31 -1.94 1.36 0.592
C 0.76 3.80 1.37 0.374
H 1.02 0.99 -0.25 0.546
H 2.31 -1.29 0.30 0.297
C -1.92 -0.47 1.45 -0.629
```

The net charge is 0. The SMILES is CCCc1ccc([C@@H](C)NC(=S)NCc2ccc(F)cc2)cc1. The HOMO energy is -7.96 eV.


Density functional theory data (ωB97M-V/def2-TZVPD) for 2 unconnected molecules or ions with the total composition C6H12N2O at a distorted geometry.

The geometry in XYZ format:
```
21
Properties=species:S:1:pos:R:3:mulliken_charge:R:1
C -1.03 0.82 0.62 -0.087
H -1.17 2.90 0.93 0.293
H 0.35 -0.31 -2.31 0.349
H 1.88 -1.17 -2.19 0.397
H 1.59 1.23 -0.76 0.358
N -1.43 -0.32 -0.12 0.010
C 2.25 0.65 1.14 -0.725
C -1.50 2.05 0.35 -0.858
C 1.46 0.55 0.07 -0.437
H -2.57 -1.15 1.32 0.255
H -1.97 2.28 -0.60 0.249
H -1.22 -2.00 0.88 0.291
C 0.86 -1.14 -1.83 -1.488
C 0.85 -0.93 -0.34 1.285
H 0.34 -2.07 -2.07 0.327
H -0.69 0.54 1.62 0.431
O 0.85 -1.82 0.48 -0.653
H 2.96 1.46 1.27 0.302
H 2.15 -0.05 1.96 0.262
N -2.00 -1.45 0.52 -0.819
H -1.95 -0.10 -0.96 0.259
```

The net charge is 0. The SMILES is C=CC(C)=O.C=CNN. The HOMO energy is -8.52 eV.


Sequential electronic energy output: -86532.16798; -37019.93931; -147583.07925; -27923.50780; -36610.34677; -11441.02535 eV